Entry 1:
Computed, not measured: a structure of composition C24H30BeN3O3PS2 at a distorted geometry, with wB97M-V/def2-TZVPD.

Geometry as XYZ:
```
64
Properties=species:S:1:pos:R:3
Be 1.273 -1.684 1.205
C -3.456 -4.258 0.546
C -3.226 -2.881 0.558
C -2.131 -2.383 1.185
C -1.249 -3.261 1.737
C -1.485 -4.629 1.767
C -2.620 -5.146 1.199
N 0.054 -2.770 2.186
N 0.611 -3.374 3.131
C 1.912 -2.875 3.327
C 2.581 -3.406 4.409
C 3.947 -3.179 4.582
C 4.523 -2.182 3.716
C 3.767 -1.693 2.592
C 2.457 -1.997 2.447
H -4.357 -4.630 0.023
H -3.881 -2.290 -0.040
H -1.820 -1.347 1.151
H -0.763 -5.332 2.164
H -2.770 -6.192 1.103
H 1.976 -4.163 4.964
H 4.519 -3.744 5.228
H 5.626 -2.085 3.670
H 4.234 -1.019 1.923
O 0.577 -0.337 0.695
C 0.422 -0.385 -0.682
C 0.476 -1.762 -1.182
C 0.082 -2.184 -2.464
C 0.163 -3.554 -2.745
C 0.574 -4.420 -1.750
C 0.970 -3.949 -0.558
N 0.971 -2.643 -0.260
H 0.222 1.313 0.978
H 1.062 0.191 -1.325
H -0.560 0.013 -0.964
H -0.165 -1.499 -3.297
H -0.031 -3.876 -3.754
H 0.751 -5.423 -2.012
H 1.309 -4.659 0.192
C -0.858 6.223 0.807
C -1.809 5.385 -0.033
C -2.655 6.135 -1.084
O -0.920 4.467 -0.738
P -1.199 2.913 -0.673
S -2.997 2.343 -0.411
S 0.192 2.671 0.882
O -0.665 2.354 -2.066
C 0.350 2.841 -3.025
C 1.677 3.180 -2.376
C -0.261 3.923 -3.927
H -1.333 7.072 1.428
H -0.138 6.737 0.125
H -0.402 5.630 1.543
H -2.425 4.835 0.581
H -2.026 6.659 -1.783
H -3.241 6.840 -0.555
H -3.256 5.429 -1.695
H 0.564 1.896 -3.581
H 1.618 4.193 -2.066
H 2.462 2.986 -3.061
H 1.768 2.548 -1.485
H -0.473 4.772 -3.351
H -1.112 3.550 -4.460
H 0.596 4.110 -4.639
```

Calculated values
**Net charge**: 0
**Maximum force**: 4.06 eV/A
**E**: -2475.1031 hartree

***

Entry 2:
Computed, not measured: a cluster of 4 separate species, C24H30BrN3O3 in total at a distorted geometry, with wB97M-V/def2-TZVPD.

Geometry as XYZ:
```
61
Properties=species:S:1:pos:R:3
C 0.315 -0.281 1.302
C -1.088 -0.257 1.893
C -1.231 -1.159 3.126
C -2.147 -0.492 0.805
C -2.454 -1.961 0.473
C -2.047 -2.431 -0.906
O -0.621 -2.365 -1.061
C -0.160 -2.311 -2.322
O 0.624 -3.138 -2.742
C -0.554 -1.176 -3.285
C -1.041 0.070 -2.602
O -0.356 0.836 -1.976
Br -2.967 0.479 -2.792
H 1.069 -0.130 2.070
H 0.535 -1.228 0.822
H 0.391 0.532 0.591
H -1.233 0.765 2.232
H -1.220 -0.593 4.042
H -0.465 -1.915 3.188
H -2.194 -1.665 3.086
H -1.838 0.068 -0.067
H -3.065 -0.029 1.152
H -2.011 -2.658 1.176
H -3.527 -2.099 0.540
H -2.593 -1.940 -1.704
H -2.315 -3.485 -0.960
H -1.341 -1.550 -3.927
H 0.334 -0.978 -3.864
N 3.006 -0.047 -8.050
C 3.900 0.847 -7.634
C 4.413 0.884 -6.346
C 3.970 -0.061 -5.436
C 3.038 -0.999 -5.850
C 2.592 -0.949 -7.162
H 4.218 1.570 -8.378
H 5.140 1.633 -6.066
H 4.344 -0.067 -4.420
H 2.666 -1.755 -5.171
H 1.866 -1.666 -7.528
N 0.522 -1.886 5.517
C 1.476 -1.043 5.904
C 2.043 -1.046 7.170
C 1.589 -1.978 8.089
C 0.594 -2.863 7.706
C 0.099 -2.775 6.414
H 1.800 -0.328 5.153
H 2.818 -0.337 7.426
H 2.004 -2.014 9.088
H 0.211 -3.605 8.392
H -0.678 -3.450 6.071
N -1.381 3.596 0.695
C -1.165 3.492 -0.618
C -1.391 4.527 -1.515
C -1.868 5.732 -1.026
C -2.098 5.855 0.334
C -1.838 4.763 1.146
H -0.796 2.529 -0.961
H -1.198 4.388 -2.570
H -2.057 6.562 -1.695
H -2.471 6.778 0.757
H -2.002 4.817 2.217
```

Calculated values
**SMILES string**: CC(C)CCCOC(=O)CC(=O)Br.c1ccncc1.c1ccncc1.c1ccncc1
**Net charge**: 0
**Relative energy (zero: lowest compared OMol25 entry of this formula, charge and spin)**: 18.4 kJ/mol
**Maximum force**: 2.29 eV/A

***

Entry 3:
Computed, not measured: a cluster of 2 separate species, C24H30ClN4O10P2 in total at a distorted geometry, with wB97M-V/def2-TZVPD.

Geometry as XYZ:
```
71
Properties=species:S:1:pos:R:3
C -6.740 -0.072 -0.633
C -5.609 0.321 -0.906
C -4.070 0.443 -1.248
C -3.244 -0.734 -0.479
N -3.981 -0.736 0.819
C -3.609 -1.613 1.641
O -3.084 -2.192 2.528
C -3.624 -2.183 -1.144
P -4.045 -2.273 -2.990
O -3.810 -3.877 -3.565
Cl -6.126 -2.002 -3.308
C -2.199 -2.951 -1.075
C -2.002 -4.038 0.008
C -2.043 -4.773 0.990
N -1.216 -1.788 -1.150
C 0.240 -2.164 -1.225
C 0.951 -2.518 0.144
C 1.556 -3.987 0.187
O 1.027 -4.950 -0.382
N 2.777 -4.298 0.954
C 2.430 -4.472 2.381
C 1.210 -5.212 2.876
C 0.852 -5.342 4.341
C 1.827 -4.701 5.320
C 3.073 -3.991 4.872
C 3.377 -3.860 3.398
C -1.630 -0.506 -0.454
C -1.158 0.745 -1.369
C 0.389 1.133 -1.118
O 0.747 2.266 -1.407
O -1.013 -0.178 0.796
N -1.580 0.937 1.395
O -0.754 1.588 1.915
H -7.832 -0.264 -0.446
H -3.763 1.415 -0.730
H -3.866 0.477 -2.355
H -4.503 -2.736 -0.670
H -4.079 -4.448 -2.801
H -1.876 -3.516 -2.020
H -1.842 -5.474 1.848
H -1.390 -1.496 -2.140
H 0.271 -3.127 -1.848
H 0.864 -1.434 -1.841
H 1.768 -1.770 0.387
H 0.160 -2.463 0.969
H 3.076 -5.242 0.648
H 0.541 -5.678 2.086
H -0.069 -5.872 4.715
H 1.592 -4.762 6.420
H 3.800 -3.515 5.588
H 4.297 -3.343 2.995
H -1.389 0.587 -2.472
H -1.708 1.703 -1.082
H 1.138 0.428 -0.644
C 2.579 8.634 0.380
O 3.665 7.706 0.292
P 3.602 6.441 -0.863
O 4.443 5.527 -0.001
O 4.591 7.255 -1.883
C 4.288 8.586 -2.275
O 3.354 5.266 -2.075
C 2.593 4.132 -1.666
H 2.336 8.784 1.433
H 2.885 9.597 -0.034
H 1.693 8.271 -0.145
H 4.785 9.287 -1.602
H 3.212 8.771 -2.282
H 4.671 8.751 -3.284
H 1.626 4.451 -1.278
H 3.129 3.561 -0.907
H 2.435 3.491 -2.533
```

Calculated values
**Net charge**: +1
**Maximum force**: 9.36 eV/A
**E**: -3046.0871 hartree

***

Entry 4:
Computed, not measured: a cluster of 6 separate species, C24H30F18O12 in total at a distorted geometry, with wB97M-V/def2-TZVPD.

Geometry as XYZ:
```
84
Properties=species:S:1:pos:R:3
C 1.153 -2.431 -2.010
C 0.019 -1.609 -1.427
O 0.537 -0.815 -0.416
C -0.166 0.005 0.336
O -1.388 0.208 0.229
C 0.574 0.938 1.282
F 1.852 0.619 1.371
F 0.414 2.143 0.844
F 0.081 0.839 2.540
H 1.748 -3.021 -1.313
H 1.845 -1.780 -2.544
H 0.689 -3.066 -2.764
H -0.791 -2.200 -0.999
H -0.416 -0.990 -2.212
C -3.830 2.388 -0.212
C -2.761 3.491 -0.112
O -3.402 4.686 0.320
C -2.633 5.762 0.591
O -1.350 5.817 0.609
C -3.394 7.057 0.900
F -4.687 6.802 1.192
F -2.692 7.661 1.948
F -3.318 7.921 -0.115
H -3.509 1.477 -0.718
H -4.732 2.594 -0.788
H -4.046 2.051 0.801
H -2.224 3.614 -1.053
H -2.014 3.196 0.624
C 1.922 5.139 0.187
C 1.927 4.953 1.695
O 1.826 6.207 2.373
C 2.861 7.046 2.527
O 4.051 6.818 2.267
C 2.629 8.449 3.209
F 1.406 8.829 3.091
F 2.941 8.330 4.516
F 3.452 9.388 2.650
H 1.110 5.827 -0.045
H 1.889 4.270 -0.469
H 2.833 5.680 -0.069
H 2.823 4.433 2.033
H 0.979 4.443 1.864
C -1.110 -2.464 -5.218
C -2.606 -2.302 -5.218
O -3.046 -2.665 -3.928
C -3.382 -1.680 -3.011
O -3.102 -0.511 -3.227
C -4.098 -2.152 -1.729
F -5.043 -1.323 -1.417
F -4.616 -3.364 -1.856
F -3.283 -2.152 -0.679
H -0.499 -1.954 -5.963
H -0.771 -3.483 -5.029
H -0.817 -1.956 -4.300
H -3.046 -2.938 -5.986
H -2.825 -1.266 -5.475
C -2.087 -2.989 2.485
C -2.685 -1.703 3.134
O -1.709 -1.277 4.032
C -1.883 -0.153 4.792
O -2.911 0.505 4.707
C -0.750 0.050 5.823
F -0.395 1.334 5.721
F -1.159 -0.236 7.030
F 0.350 -0.662 5.571
H -1.054 -2.844 2.170
H -2.539 -3.535 1.657
H -2.036 -3.721 3.290
H -3.654 -1.915 3.586
H -2.798 -0.952 2.352
C 5.492 -8.394 -3.141
C 4.844 -8.187 -1.795
O 4.352 -6.836 -1.625
C 5.082 -5.871 -1.133
O 6.247 -6.015 -0.677
C 4.325 -4.512 -1.150
F 3.549 -4.511 -0.039
F 5.164 -3.441 -1.094
F 3.518 -4.399 -2.224
H 6.397 -7.821 -3.346
H 4.785 -8.287 -3.964
H 5.873 -9.415 -3.154
H 5.678 -8.270 -1.098
H 4.043 -8.902 -1.607
```

Calculated values
**Net charge**: -1
**Multiplicity**: 2
**⟨S²⟩**: 0.753
**Relative energy (zero: lowest compared OMol25 entry of this formula, charge and spin)**: 0.0 kJ/mol
**Maximum force**: 5.71 eV/A